(1)
Formula: C30H21Cl5GeN2OS4V
Source: the Open Molecules 2025 dataset
Level of theory: ωB97M-V with the def2-TZVPD basis set

```
65
Properties=species:S:1:pos:R:3:forces:R:3
C 3.829034 -2.886410 0.937471 0.0 0.0 0.0
H -3.348803 -4.314008 2.354630 0.0 0.0 0.0
C -2.538424 -3.610700 2.198388 0.0 0.0 0.0
C -0.483507 -2.296954 -0.671976 -0.1 0.1 -0.1
C -1.035324 -3.047727 -1.680872 0.0 0.0 0.0
C -2.566517 -4.175837 -0.203053 0.0 0.0 0.0
C -1.394402 1.929576 3.094362 0.0 0.0 0.0
O 5.259961 3.798222 -4.481210 0.1 0.1 -0.1
H 1.374216 1.031421 1.708748 0.0 0.0 0.0
H 0.105748 1.425097 5.245718 0.0 0.0 0.0
C 1.864318 2.584973 -3.223679 0.0 0.0 0.1
H 5.783944 -2.230611 1.542444 0.0 0.0 0.0
N -0.604890 1.472215 1.059681 0.0 0.1 0.2
H -1.978585 2.184494 3.959402 0.0 0.0 0.0
H -2.661434 2.027624 1.296964 0.0 0.0 0.0
S 2.821956 2.810503 -4.675144 0.0 0.0 0.0
H -0.690323 -2.909292 -2.697344 0.0 0.0 0.0
C 3.475359 -0.333481 -0.056759 0.0 0.0 0.0
C 2.638734 -2.531864 0.318150 -0.1 0.0 0.0
H -0.526649 -1.471890 3.865287 0.0 0.0 0.0
Cl -6.389062 3.667374 -2.074692 0.0 0.0 0.0
C -3.083388 1.521682 -1.518211 0.0 0.0 0.0
C -2.440292 3.764528 -1.383777 0.0 0.1 0.0
C -0.957973 -2.006343 3.027612 0.0 0.0 0.0
H 3.357648 0.671934 -0.440852 0.0 0.0 0.0
H 0.370979 -1.153563 1.601691 0.0 0.0 0.0
C 0.750544 1.563839 4.380884 0.0 0.0 0.1
H 1.450449 0.731704 4.327081 0.0 0.0 0.0
H 2.203954 -0.776262 -3.265322 0.0 0.0 0.0
S 4.091700 3.544955 -2.130509 0.0 0.0 0.0
C -2.063842 -3.992226 -1.454542 0.0 0.0 0.0
C -4.410943 1.852523 -1.749671 0.0 -0.1 0.0
Cl -1.230035 4.984750 -1.145447 0.0 0.0 0.0
C -2.019068 -2.909864 3.247693 0.0 0.0 0.0
V -0.212310 1.564005 -1.044145 0.3 0.0 0.0
H 1.593986 -2.418027 -2.985534 0.0 0.0 0.0
H -2.413967 -3.048655 4.246485 0.0 0.0 0.0
H 1.306276 2.495510 4.490711 0.0 0.0 0.0
H 0.560325 -1.173470 -3.747871 0.0 0.0 0.0
S 0.242644 1.983909 -3.337289 0.1 0.1 -0.4
C -1.713933 1.851627 1.775744 -0.1 -0.1 0.0
C -4.752366 3.199255 -1.794462 0.1 0.0 0.0
N -0.064133 1.588614 3.185566 -0.1 0.0 0.0
C -3.758706 4.162616 -1.607370 0.0 0.0 0.0
C -0.463878 -1.820341 1.768191 0.1 0.0 0.0
Cl -5.605093 0.625803 -1.967462 0.0 0.0 0.0
H 1.854913 -3.275426 0.226059 0.0 0.0 0.0
C 4.852385 -1.957361 1.062148 0.0 0.0 0.0
H -3.372491 -4.877718 -0.020837 0.0 0.0 0.0
H 5.466791 0.054359 0.634459 0.0 0.0 0.0
Cl -2.593945 -0.153331 -1.432182 0.0 0.0 0.0
C 4.672795 -0.679296 0.556700 0.0 0.0 0.0
C -2.037213 -3.438538 0.884582 0.0 -0.1 0.0
C 4.264995 3.465263 -3.890240 0.0 -0.1 0.0
C 0.362295 1.323837 1.941207 0.1 0.0 0.0
C 2.428519 -1.246461 -0.185447 -0.1 0.0 0.0
Ge 0.749992 -0.780635 -1.185737 0.4 -0.9 0.1
C 2.453582 2.926078 -2.062154 0.0 -0.1 0.0
H -2.461283 -4.556929 -2.289233 0.0 0.0 0.0
S 1.641083 2.767932 -0.525261 0.4 0.2 0.1
C -0.989272 -2.514618 0.650452 0.0 0.0 0.0
H 3.958839 -3.891004 1.320900 0.0 0.0 0.0
Cl -4.192738 5.834392 -1.654278 0.0 0.0 0.0
C 1.323753 -1.361045 -2.993300 0.0 0.1 0.0
C -2.056957 2.429243 -1.333572 -1.1 0.4 -0.1
```
Positions in Å, forces in eV/Å.

Total energy ... -8255.36397 a.u.
HOMO-LUMO gap (spin up / spin down) ... 6.53 / 6.49 eV
Total charge ... -1
Energy relative to the best compared isomer or geometry (same formula, charge and spin) ... 0.141 eV
Max |F| ... 0.0222 Eh/bohr
HOMO energy (spin up / spin down) ... -0.163 / -0.161 Eh
Multiplicity ... 3

=====

(2)
Formula: C30H21Cl5N2OS2V
Source: the Open Molecules 2025 dataset
Level of theory: ωB97M-V with the def2-TZVPD basis set

```
62
Properties=species:S:1:pos:R:3:forces:R:3
C -5.273353 1.116402 -1.963025 2.2 1.0 1.2
H 0.783573 -1.216351 0.452541 0.0 -0.5 -0.1
C 4.590804 0.190021 -4.200572 1.1 0.8 -0.4
H -4.265406 1.776879 5.284086 0.1 0.5 -0.5
H -6.057827 1.467303 -2.537174 -1.2 1.0 -1.2
N 0.856400 0.851544 0.865117 0.0 1.1 0.4
C 2.940402 1.188521 0.174266 -1.0 0.1 0.1
H 2.518561 -3.639147 -2.598376 -0.5 -0.3 0.3
Cl -2.385232 -0.639022 0.979503 0.3 0.1 0.2
Cl 7.075223 -0.319998 -2.893114 -1.2 0.7 -0.7
C 1.689243 -1.732092 -2.439591 -0.1 0.6 1.0
C -2.393639 0.907812 5.980644 0.2 0.5 -1.7
H 3.894094 1.532262 -0.130339 0.6 0.2 -0.2
H 2.860779 1.100613 -5.244496 0.2 0.1 0.2
C 1.350493 -0.313934 0.459823 -0.3 1.4 0.3
Cl 0.404949 0.739222 -2.387657 0.4 0.1 0.0
H 4.452871 -0.939624 -0.464221 -0.5 -0.1 -0.4
C -1.723485 0.378281 7.045608 2.2 -1.2 -0.2
C -4.164701 -0.702426 -0.981757 0.7 -0.2 0.8
C -4.279518 1.362791 7.359988 -0.7 0.4 -0.1
H -5.586939 -0.935060 -2.499986 -0.5 -0.2 -0.4
C 3.071754 -1.095161 -2.168597 -0.9 -0.2 -0.4
C -3.539196 1.502178 -0.266726 0.0 1.7 -0.1
H -4.077289 -1.739224 -0.764980 0.1 -0.8 -0.2
H 3.172264 -2.140265 -0.269076 -0.1 -0.1 0.2
H 3.901899 3.479295 -4.522074 -0.1 0.1 -0.2
C 5.773360 0.625649 -3.639403 -0.2 0.2 0.7
C -2.308103 0.350895 8.263137 -0.1 -0.8 2.5
C -5.045815 -0.229293 -1.915646 0.2 -0.2 0.7
O 4.109670 -1.714939 -2.864384 0.1 -0.3 -0.5
C 0.488509 -1.010932 -2.369630 0.6 0.6 -0.7
C 1.567934 -3.114008 -2.475180 0.2 0.4 -0.4
C 3.791074 1.260995 -4.701895 0.2 0.6 0.6
C -1.707755 0.840000 4.715643 0.2 0.7 -2.7
H 3.347373 -1.466498 -4.832377 0.4 0.4 0.6
C -3.440139 0.161372 -0.170514 -0.6 -2.0 -1.1
C 4.303962 2.496417 -4.368810 0.0 -1.0 0.1
H -0.725771 -0.114852 6.877756 -1.1 0.8 0.3
S -2.656944 2.533980 0.838336 0.8 0.4 0.2
C 1.861185 1.842142 0.687060 -0.4 -2.2 -0.3
H 0.319595 -4.812883 -2.511122 -0.4 0.3 -0.1
C -3.608384 0.787003 8.427562 -0.7 0.4 0.8
H 1.682788 2.878600 0.867636 0.0 0.3 0.2
H 2.963144 -0.049505 -2.418086 0.3 0.5 -0.2
C -0.824663 -2.962009 -2.490312 -0.3 -0.9 -0.3
C -0.747011 -1.601313 -2.447832 1.1 -0.7 0.3
Cl -4.827620 3.650482 -1.249732 0.0 1.2 -0.1
H -5.312264 1.727581 7.505397 0.7 -0.3 -0.2
C 4.259879 -1.229216 -4.226904 -0.9 -1.5 -0.4
C -1.221524 0.885916 3.560860 -1.0 -0.4 3.6
H -1.605035 -1.029232 -2.429185 -1.7 1.2 -0.1
H -1.787257 -0.074569 9.145246 -0.3 0.3 -0.8
H -4.127698 0.705617 9.405107 0.5 0.0 -0.8
Cl -2.365777 -3.725495 -2.714730 0.0 0.0 0.2
C 3.389518 -1.157807 -0.675090 0.5 0.5 0.4
C -4.458361 2.014927 -1.213745 -1.1 -2.3 0.1
C 0.317894 -3.722273 -2.485866 1.3 -1.2 -0.1
S 5.779421 2.339651 -3.511516 0.3 0.0 -0.2
V -0.980018 1.191205 1.713867 -0.5 0.4 -1.3
H 5.059621 -1.800368 -4.709465 0.0 -0.1 0.5
C -3.666087 1.476856 6.116637 -0.2 -1.1 0.7
N 2.584584 -0.134915 0.027356 0.9 -1.0 -0.3
```
Positions in Å, forces in eV/Å.

Total energy ... -5381.60827 a.u.
HOMO-LUMO gap (spin up / spin down) ... 6.99 / 8.02 eV
Total charge ... +1
Energy relative to the best compared isomer or geometry (same formula, charge and spin) ... 0.320 eV
Max |F| ... 0.0735 Eh/bohr
HOMO energy (spin up / spin down) ... -0.398 / -0.411 Eh
Multiplicity ... 3

=====

(3)
Formula: C30H21F9IN7O3V
Source: the Open Molecules 2025 dataset
Level of theory: ωB97M-V with the def2-TZVPD basis set

```
72
Properties=species:S:1:pos:R:3:forces:R:3
H -5.565126 -2.190921 0.781929 0.0 0.0 0.0
H -0.160812 -4.613881 4.628147 0.0 0.0 0.0
C 1.494438 2.196205 3.026587 0.1 0.0 0.2
H -1.695972 1.370248 -2.917629 0.0 0.0 0.0
C 1.377352 0.688019 2.667001 -0.2 -0.2 0.0
H -5.496605 -0.488144 3.153015 0.0 0.0 0.0
C 0.669018 -4.636469 2.637030 0.0 0.0 0.0
H 1.191082 -4.423416 0.549275 0.0 0.0 0.0
O 0.242053 0.528156 1.918303 1.2 0.9 0.9
F 2.431640 -0.551542 4.461947 0.1 0.1 0.0
C -3.761682 -1.118508 0.863934 0.0 0.3 0.1
F 0.574522 0.439358 4.921342 -0.1 0.0 -0.1
C 0.345416 2.723216 -5.891291 0.0 0.0 0.0
C 1.255357 -0.194397 3.962509 0.1 0.0 -0.1
H 5.551076 0.259141 -1.839010 0.0 0.0 0.0
H 1.283877 -1.027136 -3.656309 0.0 0.0 0.0
C 3.854575 3.185202 -1.760280 0.0 0.0 0.0
C -3.669212 -0.393552 2.115673 0.0 -0.1 -0.2
F 2.441216 -1.096321 1.555620 0.0 0.0 0.0
N -1.419713 -2.904285 2.023540 0.1 0.2 -0.1
C 4.925184 2.302273 -1.671946 0.0 0.0 0.0
H -0.715973 -2.957911 0.074260 0.0 0.0 0.0
C -1.035401 2.837067 -5.889334 0.0 0.0 0.0
H -1.865562 1.428173 4.000051 0.0 0.0 0.0
H -4.426793 0.997583 4.908589 0.0 0.0 0.0
C -0.237574 -4.253793 3.613004 -0.1 0.0 -0.1
C 2.594185 2.718552 -2.089809 0.0 0.0 0.0
F 0.577067 -1.310447 3.664503 0.1 0.1 0.0
H 5.911151 2.668515 -1.418668 0.0 0.0 0.0
C 2.581597 0.217069 1.796624 0.0 0.0 0.2
C 0.998742 2.122572 -4.823067 0.0 0.0 0.0
C -0.553523 -3.314975 1.084992 0.0 0.1 -0.1
C 0.274353 1.630198 -3.745394 0.0 0.0 0.0
N 0.898773 -0.563112 -2.851051 0.1 0.0 0.1
C -1.765787 2.343829 -4.816166 0.0 0.0 0.0
N -4.710035 -1.899437 0.338484 0.0 -0.1 -0.1
F 2.470704 2.379794 3.917700 0.0 0.0 0.0
H -1.542872 3.310550 -6.719165 0.0 0.0 0.0
O 0.122477 -2.459004 -1.803623 0.0 0.0 0.0
H -4.838477 -2.983985 -1.519280 0.0 0.0 0.0
V -0.974942 -0.147711 0.871846 -1.1 -0.7 -0.5
C -3.927419 0.657651 4.019758 -0.1 0.0 0.0
C -1.113211 1.741555 -3.753474 0.0 0.0 0.0
C 0.513459 -4.155044 1.347156 0.0 -0.1 0.0
C 0.973879 0.873233 -2.621870 0.0 0.0 0.0
H 1.760697 3.407101 -2.148807 0.0 0.0 0.0
F 3.755233 0.422598 2.382250 0.0 0.0 0.0
N -0.111091 -0.331266 -0.875589 0.2 -0.1 -0.2
H -2.844006 2.433567 -4.805973 0.0 0.0 0.0
C 4.723591 0.952909 -1.907501 0.0 0.0 0.0
N -4.557936 -0.133095 3.081763 0.0 0.0 0.1
F 2.580441 0.845605 0.629395 -0.1 0.0 -0.1
N -2.515828 0.197647 2.365269 0.0 0.1 -0.2
C -2.664537 0.858314 3.560736 0.1 0.0 -0.1
H 2.078308 2.045154 -4.830985 0.0 0.0 0.0
F 1.743102 2.933571 1.954698 0.1 0.0 -0.1
C -1.247131 -3.377998 3.245280 0.0 -0.1 0.1
O -0.188429 1.920198 -0.697430 -0.2 0.0 0.3
N -2.735059 -1.002967 0.040125 -0.3 -0.2 -0.2
H -2.349701 -1.873475 -1.889852 0.0 0.0 0.0
F 0.346350 2.638879 3.554865 0.0 -0.1 0.0
H 1.482842 -5.304808 2.885683 0.0 0.0 0.0
C -3.034433 -1.768357 -1.067011 0.1 0.1 0.0
C -4.258053 -2.328260 -0.896399 -0.1 0.0 0.1
H 3.308886 -0.578023 -2.392792 0.0 0.0 0.0
C 0.306757 -1.259834 -1.850463 0.0 0.1 0.0
C 0.179034 0.935795 -1.309003 -0.1 -0.2 0.0
I -2.604842 -2.757114 4.713023 0.0 0.0 0.0
H 0.920908 3.106083 -6.723496 0.0 0.0 0.0
C 2.388972 1.361552 -2.330263 0.0 0.1 0.0
H 4.003823 4.240524 -1.574559 0.0 0.0 0.0
C 3.455603 0.481534 -2.228418 0.0 0.0 -0.1
```
Positions in Å, forces in eV/Å.

Total energy ... -3905.33020 a.u.
HOMO-LUMO gap (spin up / spin down) ... 7.56 / 7.87 eV
Total charge ... +1
Energy relative to the best compared isomer or geometry (same formula, charge and spin) ... 1.271 eV
Max |F| ... 0.0342 Eh/bohr
HOMO energy (spin up / spin down) ... -0.411 / -0.411 Eh
Multiplicity ... 3

=====

(4)
Formula: C30H22B2BrF4FeN4O2
Source: the Open Molecules 2025 dataset
Level of theory: ωB97M-V with the def2-TZVPD basis set

```
66
Properties=species:S:1:pos:R:3:forces:R:3
C -2.770393 3.484808 2.286405 0.0 0.0 -0.1
F -2.428700 -2.756978 0.416525 0.0 0.1 0.0
B -2.331958 1.598418 -1.588646 0.1 0.0 0.0
C -1.561417 2.889433 1.963326 0.0 0.0 0.1
C -1.382707 2.298545 0.715242 -0.1 0.1 -0.2
H -0.129863 -5.450750 3.980298 0.0 0.0 0.0
C -1.531483 -0.763144 -5.342588 0.0 0.0 0.0
H -2.896400 3.942609 3.259761 0.0 0.0 0.0
C -3.815172 3.500504 1.371386 0.0 0.0 0.0
C -1.118102 -2.226525 4.332736 0.0 0.0 0.0
F -3.246204 -1.167658 -1.042621 0.0 0.0 0.0
C -0.959235 -3.574264 4.605016 0.0 0.0 0.0
C 2.199658 -1.585951 -0.623973 0.2 0.2 -0.2
H -4.514797 0.863949 -4.974817 0.0 0.0 0.0
C 0.334868 -3.864889 2.616398 0.0 0.0 -0.1
N 1.666374 -0.361692 -0.782163 -0.2 0.0 -0.1
C -0.236014 -4.399038 3.755476 0.0 0.0 0.0
C -2.810110 -0.305423 -5.639707 0.0 0.0 0.0
H 1.783405 3.354819 0.270424 0.0 0.0 0.0
F -0.967998 -1.608033 -0.954650 -0.1 0.0 0.0
Br -1.747980 -4.310419 6.157618 0.0 0.0 0.0
C 1.958258 1.535005 1.370424 -0.1 0.0 0.2
C 4.190041 0.934327 2.067647 0.0 0.0 0.0
H -4.450961 2.898460 -0.583148 0.0 0.0 0.0
C 1.630245 -2.389912 0.457755 0.3 -0.2 0.2
C -2.885684 0.836645 -3.579640 0.1 0.0 0.1
N 0.567658 1.252392 1.411433 0.0 0.6 -0.7
H 5.765041 2.266754 1.459562 0.0 0.0 0.0
H -3.271305 -0.593410 -6.575152 0.0 0.0 0.0
C -1.607599 0.384246 -3.288532 -0.1 0.0 0.0
H 3.685910 -2.994020 -1.242254 0.0 0.0 0.0
H 2.425684 -0.190449 2.552149 0.0 0.0 0.0
C 3.236668 0.118934 -2.489202 0.0 0.0 0.0
N -0.116297 1.803413 0.332673 0.5 -0.4 0.9
H -0.738052 2.884777 2.664038 0.0 0.0 0.0
O -3.346593 1.603430 -2.538692 0.0 0.0 -0.1
C 2.830304 0.677915 2.044941 0.0 0.0 0.0
H 0.876341 -4.524807 1.951422 0.0 0.0 0.0
H 4.628653 -1.445730 -2.954898 0.0 0.0 0.0
C -2.429737 2.302115 -0.220166 0.0 0.0 -0.1
H -4.757964 3.968110 1.623781 0.0 0.0 0.0
H -1.683867 -1.596002 5.003473 0.0 0.0 0.0
C 0.177102 -2.512517 2.323383 -0.1 -0.1 0.2
H -0.650480 -0.647285 2.953204 0.0 0.0 0.0
H 2.069993 -3.369259 0.640104 0.0 0.0 0.0
C 3.269604 -2.006903 -1.392746 0.0 -0.1 0.1
Fe 0.000599 -0.117865 0.191714 -0.4 -0.5 0.1
N 0.721707 -1.883351 1.182012 -0.1 0.3 -0.2
H -1.018977 -1.402149 -6.049381 0.0 0.0 0.0
C -3.636657 2.908961 0.131152 0.0 0.0 0.0
H 1.672420 1.437999 -1.744764 0.0 0.0 0.0
C -3.517214 0.509225 -4.755827 0.0 0.0 0.0
C 4.703033 2.059985 1.431556 0.0 0.0 0.0
C -0.550154 -1.699705 3.186013 0.1 0.1 0.0
C 3.792547 -1.139994 -2.340420 0.0 0.1 -0.1
C 3.835471 2.931053 0.789399 0.0 0.0 0.0
O -1.231173 0.868607 -2.058350 0.1 0.1 0.1
F -1.958207 -0.509760 0.760961 0.1 0.0 0.0
H 0.087258 -0.784637 -3.893585 0.0 0.0 0.0
H 4.222487 3.822030 0.310219 0.0 0.0 0.0
C 2.162187 0.474547 -1.686889 0.0 0.0 0.0
C -0.900824 -0.422358 -4.146319 0.0 0.0 0.0
H 3.620169 0.820428 -3.215807 0.0 0.0 0.0
C 2.469648 2.678406 0.761039 0.0 0.0 0.0
B -2.237144 -1.564200 -0.218017 0.0 -0.1 0.0
H 4.854093 0.258227 2.592289 0.0 0.0 0.0
```
Positions in Å, forces in eV/Å.

Total energy ... -5813.14739 a.u.
HOMO-LUMO gap (spin up / spin down) ... 6.44 / 6.28 eV
Energy relative to the best compared isomer or geometry (same formula, charge and spin) ... 0.000 eV
Max |F| ... 0.0215 Eh/bohr
HOMO energy (spin up / spin down) ... -0.288 / -0.282 Eh
Multiplicity ... 2